# 1
Computed, not measured: C27H30Br2MoN4O2SSe4Si as an isolated structure, with wB97M-V/def2-TZVPD.

Positions of all 72 atoms, in Å:
Mo1 1.18898 0.49946 1.10004
Se1 2.89425 2.19999 0.08667
Se2 5.09872 1.73782 0.57269
Se3 2.93125 5.89168 0.66916
Se4 2.43494 3.95014 1.65389
C1 -6.20321 -0.30543 -1.99954
C2 -4.86764 0.38462 -1.91608
C3 -3.69296 -0.34667 -1.76367
C4 -2.46436 0.28629 -1.66950
C5 -2.39925 1.67158 -1.71854
C6 -3.55730 2.41687 -1.87389
C7 -4.78183 1.77203 -1.97484
S1 -0.81237 2.47473 -1.54461
O1 -1.09399 3.89013 -1.60230
O2 0.04233 1.91540 -2.55507
N1 -0.29148 1.98788 -0.11602
C8 -0.81034 2.52574 1.03115
C9 -1.84613 3.45151 1.22891
C10 -2.22867 3.74977 2.51935
C11 -1.59822 3.12970 3.59573
C12 -0.58137 2.23797 3.32146
N2 -0.18296 1.95681 2.08160
H1 -6.08706 -1.38828 -1.95805
H2 -6.71972 -0.05598 -2.92922
H3 -6.85324 -0.00656 -1.17425
H4 -3.73626 -1.42786 -1.69703
H5 -1.55887 -0.29375 -1.53603
H6 -3.48474 3.49575 -1.91204
H7 -5.68766 2.35802 -2.09326
H8 -2.30323 3.92953 0.37741
H9 -3.02538 4.46428 2.69048
H10 -1.88162 3.33207 4.61906
H11 -0.05595 1.71576 4.11087
Br1 4.23804 -5.57256 2.21003
C13 3.42435 -3.87088 1.90111
C14 4.23782 -2.75317 1.73203
C15 3.58939 -1.55001 1.49391
N3 2.27165 -1.41653 1.43860
C16 1.47097 -2.51391 1.63226
C17 2.06396 -3.78619 1.85486
C18 0.06991 -2.30655 1.60465
C19 -0.88280 -3.35975 1.72914
C20 -2.20391 -3.05775 1.68499
Br2 -3.49756 -4.45443 1.83226
C21 -2.65914 -1.73278 1.52407
C22 -1.67860 -0.76765 1.40511
N4 -0.37010 -1.00317 1.43122
H12 5.31493 -2.80918 1.74757
H13 4.15531 -0.63615 1.33106
H14 1.45567 -4.66536 1.99795
H15 -0.56143 -4.38304 1.84851
H16 -3.70598 -1.47701 1.48194
H17 -1.96916 0.26810 1.27249
C23 4.06179 -1.82078 -1.74042
Si1 2.59485 -0.75781 -2.25388
C24 3.27721 0.79717 -3.05154
C25 1.74527 -1.70026 -3.66742
C26 1.34060 -0.54110 -0.91701
H18 4.64560 -2.10451 -2.62263
H19 4.71516 -1.25848 -1.06904
H20 3.74978 -2.73584 -1.22978
H21 4.03198 1.28116 -2.42957
H22 2.47677 1.51394 -3.24442
H23 3.74609 0.52884 -4.00487
H24 2.43446 -1.90170 -4.49403
H25 0.91279 -1.10497 -4.05461
H26 1.34183 -2.65553 -3.31901
H27 1.01313 -1.57487 -0.71820
H28 0.49995 -0.07119 -1.43812
C27 2.08597 0.69455 2.80229
H29 1.83917 1.51797 3.48144
H30 2.93962 0.14039 3.19254

## Properties
2S+1	3
total energy	-460582.5294	eV
largest force on an atom	0.388	eV/Å
HOMO (alpha / beta)	-0.020 / -0.046	hartree
total charge	-2
ΔE to the lowest compared entry with this formula, charge and spin	100.7	kJ/mol

Atom charges from the Mulliken analysis, given in e for atoms 1 to 8: atom 1 (Mo): -0.7626, atom 2 (Se): 0.3192, atom 3 (Se): -0.7130, atom 4 (Se): -0.3824, atom 5 (Se): -0.0683, atom 6 (C): -1.5606, atom 7 (C): 1.1005, atom 8 (C): -0.9758



# 2
Computed, not measured: a 4-piece molecular cluster, C28H67N4O8 overall in a non-equilibrium geometry, with wB97M-V/def2-TZVPD.

Positions of all 107 atoms, in Å:
C1 3.08870 2.71444 1.65516
C2 1.79782 3.19365 0.90842
C3 1.91717 3.13003 -0.63230
C4 0.57173 2.43428 1.50567
C5 0.14164 1.17212 0.70848
C6 -0.65965 3.38216 1.76472
O1 -1.78359 3.02565 0.94850
C7 -2.98981 3.05537 1.61557
C8 -3.92421 4.08409 0.87447
N1 -4.75985 3.45073 -0.17969
C9 -5.46485 2.20403 0.26454
C10 -4.91151 1.69460 1.61672
O2 -3.49794 1.73014 1.60944
H1 3.97804 2.89265 1.04042
H2 2.95227 1.66530 1.94488
H3 3.17515 3.31819 2.57405
H4 1.67056 4.26076 1.17290
H5 1.23831 3.84429 -1.12756
H6 1.84017 2.12241 -1.05386
H7 2.93265 3.48688 -0.88285
H8 0.89056 2.06564 2.49624
H9 -0.78346 0.77845 1.15741
H10 0.01494 1.34048 -0.36477
H11 0.90373 0.39099 0.86715
H12 -0.86069 3.36720 2.84611
H13 -0.36955 4.41433 1.49933
H14 -2.93487 3.39913 2.66043
H15 -3.33098 4.89026 0.42912
H16 -4.57192 4.53407 1.64253
H17 -5.47631 4.13476 -0.43156
H18 -4.24951 3.26799 -1.04358
H19 -6.54566 2.36848 0.38999
H20 -5.32394 1.43478 -0.50222
H21 -5.34474 2.19875 2.49857
H22 -5.19608 0.63731 1.69867
C11 -11.74888 4.52810 -3.73884
O3 -11.21192 3.61871 -2.78971
C12 -11.18527 2.27081 -3.25052
C13 -9.74973 1.80063 -3.41139
N2 -9.10369 2.47013 -4.53704
C14 -7.66601 2.23804 -4.61251
C15 -6.80593 2.81028 -3.48348
O4 -6.77043 4.22978 -3.43994
C16 -7.81428 4.83443 -2.68823
H23 -11.82344 5.50355 -3.26022
H24 -11.09685 4.61918 -4.61328
H25 -12.74814 4.21852 -4.05491
H26 -11.74882 2.14706 -4.17853
H27 -11.66928 1.66089 -2.48319
H28 -9.74020 0.72092 -3.58229
H29 -9.22612 2.00673 -2.46783
H30 -9.26614 3.46555 -4.46294
H31 -7.32293 2.68446 -5.54874
H32 -7.48231 1.16252 -4.69118
H33 -5.77391 2.49601 -3.67505
H34 -7.07241 2.39771 -2.50061
H35 -8.13887 4.20813 -1.85073
H36 -8.66719 5.06969 -3.32558
H37 -7.43738 5.77893 -2.29045
C17 8.67835 0.53541 -0.46289
O5 8.15070 -0.32361 -1.45879
C18 8.08807 -1.68812 -1.05258
C19 6.64174 -2.14035 -0.94298
N3 5.98076 -1.50522 0.19373
C20 4.53569 -1.71900 0.23022
C21 3.70470 -1.09184 -0.89103
O6 3.69285 0.32886 -0.87320
C22 4.75832 0.94071 -1.58289
H38 8.78245 1.52766 -0.90029
H39 8.00529 0.60410 0.39786
H40 9.66403 0.19454 -0.13418
H41 8.62753 -1.85775 -0.11674
H42 8.58043 -2.27577 -1.83211
H43 6.61260 -3.22600 -0.81457
H44 6.14282 -1.89025 -1.88755
H45 6.15863 -0.51014 0.16040
H46 4.18204 -1.30514 1.17818
H47 4.33718 -2.79307 0.26578
H48 2.66633 -1.39807 -0.73075
H49 3.98097 -1.46667 -1.88242
H50 5.08185 0.34411 -2.43871
H51 5.60580 1.13410 -0.92067
H52 4.40584 1.90603 -1.94931
C23 4.71009 -8.91631 1.49256
O7 4.46711 -8.58233 2.84811
C24 5.65733 -8.46746 3.62365
C25 5.85755 -7.03045 4.07487
N4 6.20562 -6.17197 2.94587
C26 6.19524 -4.74558 3.26342
C27 4.84829 -4.11250 3.61787
O8 3.92973 -4.07781 2.53662
C28 3.12670 -5.23851 2.39572
H53 3.74628 -9.08231 1.01274
H54 5.22257 -8.10239 0.96994
H55 5.30028 -9.83367 1.41524
H56 6.53173 -8.83709 3.08127
H57 5.52339 -9.09641 4.50793
H58 6.66183 -6.99439 4.81464
H59 4.92887 -6.70112 4.55725
H60 5.54969 -6.33893 2.19462
H61 6.58406 -4.22433 2.38426
H62 6.90173 -4.55860 4.07768
H63 5.04254 -3.06716 3.87417
H64 4.38937 -4.56205 4.50504
H65 2.91463 -5.71463 3.35578
H66 3.59598 -5.95646 1.71869
H67 2.18019 -4.93714 1.94360

## Properties
2S+1	1
total energy	-52451.2949	eV
largest force on an atom	1.783	eV/Å
HOMO	-0.358	hartree
total charge	+1

Atom charges from the Mulliken analysis, given in e for atoms 1 to 8: atom 1 (C): -1.5050, atom 2 (C): 0.8466, atom 3 (C): -1.5623, atom 4 (C): 0.1525, atom 5 (C): -1.4236, atom 6 (C): -0.6765, atom 7 (O): -0.2936, atom 8 (C): 0.2174



# 3
Computed, not measured: a 7-piece molecular cluster, C12H16Br2Cl19 overall, with wB97M-V/def2-TZVPD.

Positions of all 49 atoms, in Å:
C1 -5.18569 -1.32293 0.38621
C2 -4.51314 -0.68440 1.59980
C3 -5.48066 -0.05916 2.58136
Cl1 -6.30029 1.33701 1.57468
C4 -4.78545 0.75191 3.65605
Br1 -3.46154 -0.38792 4.61849
C5 -5.82793 1.28292 4.63963
C6 -6.41831 0.31808 5.64075
Br2 -5.11023 2.86181 5.61744
H1 -4.52622 -2.06843 -0.07070
H2 -5.44012 -0.58068 -0.37276
H3 -6.11298 -1.81654 0.69184
H4 -3.98564 -1.46853 2.14937
H5 -3.72977 0.02081 1.24393
H6 -4.13302 1.57031 3.32294
H7 -6.61311 1.69871 4.01290
H8 -5.64555 -0.13897 6.25841
H9 -6.91610 -0.47333 5.07420
H10 -7.13886 0.82831 6.28041
C7 -3.50314 -5.34483 -0.18721
Cl2 -3.72310 -5.02154 1.52655
Cl3 -5.05003 -5.34245 -1.03982
Cl4 -2.38626 -4.18781 -0.90842
H11 -3.07290 -6.33195 -0.29344
C8 0.88677 -1.64483 -1.73326
Cl5 2.12233 -2.54838 -2.62479
Cl6 -0.66190 -1.71926 -2.56527
Cl7 0.74574 -2.22280 -0.08101
H12 1.20248 -0.60881 -1.70972
C9 4.09105 1.22469 -1.16485
Cl8 4.47434 -0.28775 -0.35148
Cl9 3.44362 0.91581 -2.77994
Cl10 2.96518 2.19122 -0.21455
H13 5.00185 1.79647 -1.28003
C10 0.55806 -4.48304 -6.19779
Cl11 -0.43097 -4.61235 -4.75613
Cl12 1.63164 -5.87826 -6.36767
Cl13 -0.43445 -4.28095 -7.64452
H14 1.18114 -3.60313 -6.09991
C11 7.12760 4.16297 -2.53613
Cl14 6.30512 4.18310 -0.97732
Cl15 8.87280 4.34012 -2.33233
Cl16 6.74509 2.69280 -3.42770
H15 6.77302 5.00821 -3.11153
C12 11.19688 5.99115 -0.05704
Cl17 11.13928 4.65829 1.09118
Cl18 11.45914 7.52941 0.76444
Cl19 12.42734 5.71368 -1.29097
H16 10.23690 6.04122 -0.55429

## Properties
2S+1	1
total energy	-390714.7347	eV
largest force on an atom	0.208	eV/Å
HOMO	-0.104	hartree
total charge	-1

Atom charges from the natural (NBO) analysis, given in e for atoms 1 to 8: atom 1 (C): -0.6016, atom 2 (C): -0.4787, atom 3 (C): -0.3303, atom 4 (Cl): -0.2818, atom 5 (C): -0.2698, atom 6 (Br): -0.1069, atom 7 (C): -0.2012, atom 8 (C): -0.6526



# 4
Computed, not measured: a 2-piece molecular cluster, CH4NO2 overall in a non-equilibrium geometry, with wB97M-V/def2-TZVPD.

Positions of all 8 atoms, in Å:
O1 -1.27931 0.08951 1.59284
H1 -0.29145 -0.00210 1.46153
C1 0.92543 0.69831 -0.69466
N1 0.45229 -0.31281 -1.50058
O2 1.05283 0.38736 0.51471
H2 -1.49092 0.68198 2.34099
H3 0.20658 -1.26504 -1.20762
H4 0.42453 -0.27722 -2.50720

## Properties
2S+1	1
total energy	-6686.4631	eV
largest force on an atom	1.828	eV/Å
HOMO	-0.058	hartree
total charge	-1
ΔE to the lowest compared entry with this formula, charge and spin	195.9	kJ/mol

Charges computed using natural (NBO), reported in e: atom 1 (O): -1.0105, atom 2 (H): 0.5156, atom 3 (C): 0.1613, atom 4 (N): -0.9367, atom 5 (O): -0.8419, atom 6 (H): 0.4437, atom 7 (H): 0.3160, atom 8 (H): 0.3525



# 5
Computed, not measured: a single C5H10INOSi molecule in a non-equilibrium geometry, with wB97M-V/def2-TZVPD.

Positions of all 19 atoms, in Å:
C1 -2.94789 -0.77376 -0.88723
C2 0.81622 1.13035 1.63124
C3 0.44505 1.26130 -1.48752
C4 2.00804 -1.21743 -0.14435
C5 -2.01415 -0.61386 0.25205
N1 -3.74693 -0.90455 -1.74850
O1 -0.73518 -0.95475 -0.00345
Si1 0.64604 0.06592 0.02401
I1 -2.89885 -1.98998 1.83546
H1 0.85568 0.44648 2.55742
H2 1.82173 1.48901 1.69055
H3 0.03522 1.75753 1.75746
H4 -0.17490 0.67693 -2.15702
H5 0.04695 2.08676 -0.96664
H6 1.25005 1.45500 -2.07452
H7 2.04065 -1.98621 0.51514
H8 1.78757 -1.62850 -1.05835
H9 3.00080 -0.70386 -0.27690
H10 -2.23609 0.40362 0.54114

## Properties
2S+1	3
total energy	-24859.5251	eV
largest force on an atom	5.266	eV/Å
HOMO (alpha / beta)	-0.234 / -0.372	hartree
total charge	0

Atom charges from the natural (NBO) analysis, given in e for atoms 1 to 8: atom 1 (C): 0.2013, atom 2 (C): -1.1082, atom 3 (C): -1.0952, atom 4 (C): -1.1020, atom 5 (C): -0.1959, atom 6 (N): -0.3348, atom 7 (O): -0.8606, atom 8 (Si): 1.8120



# 6
Computed, not measured: a single C23H29NO3 molecule, with wB97M-V/def2-TZVPD.

Positions of all 56 atoms, in Å:
C1 6.34641 0.82319 -0.90116
H1 6.30036 -0.05758 -1.55041
O1 5.09246 1.44758 -0.78623
C2 4.06040 0.73754 -0.24187
C3 4.14074 -0.57392 0.20891
C4 3.02157 -1.19162 0.74336
C5 1.80553 -0.53185 0.83470
C6 1.74157 0.78813 0.39702
C7 2.84634 1.41623 -0.13513
H2 2.80269 2.44028 -0.47302
H3 0.81220 1.33202 0.48699
C8 0.58785 -1.20488 1.39554
H4 -0.07447 -0.43827 1.80391
H5 0.88191 -1.87309 2.20778
C9 -0.21025 -2.04149 0.36030
C10 -1.62442 -2.26428 0.92412
C11 -2.60873 -2.81875 -0.11511
N1 -2.68283 -2.05641 -1.33995
C12 -1.36989 -1.87656 -1.91787
C13 -0.32371 -1.27827 -0.96603
H6 0.64531 -1.26493 -1.46872
H7 -0.59825 -0.24845 -0.74323
H8 -1.46336 -1.24032 -2.80049
H9 -1.03080 -2.86226 -2.25776
C14 -3.58125 -0.91426 -1.37386
C15 -3.15350 0.32642 -0.62103
C16 -3.51324 0.51475 0.70792
C17 -3.05611 1.59630 1.44869
C18 -2.22233 2.50145 0.82052
C19 -1.88336 2.35271 -0.52384
C20 -2.34918 1.27997 -1.24766
H10 -2.08645 1.17163 -2.29008
C21 -0.99906 3.50095 -0.91572
H11 -1.47620 4.12819 -1.67138
H12 -0.04101 3.16168 -1.31234
C22 -0.83673 4.24345 0.42665
H13 0.19519 4.20533 0.79242
H14 -1.14662 5.29036 0.36756
O2 -1.66654 3.59813 1.39533
H15 -3.33485 1.72956 2.48145
H16 -4.16980 -0.20102 1.18258
H17 -3.71442 -0.65966 -2.43099
H18 -4.54416 -1.26088 -0.98761
H19 -3.60800 -2.87340 0.32386
H20 -2.31500 -3.83830 -0.39475
H21 -2.00356 -1.30506 1.27853
H22 -1.59178 -2.93842 1.78467
C23 0.52196 -3.37821 0.12275
O3 0.80755 -4.10014 1.29728
H23 -0.02427 -4.33500 1.72275
H24 1.49256 -3.17517 -0.33509
H25 -0.05523 -4.00378 -0.57045
H26 3.10478 -2.20550 1.10631
H27 5.06717 -1.12443 0.15717
H28 7.00584 1.56509 -1.34924
H29 6.74289 0.53214 0.07724

## Properties
SMILES	COc1ccc(CC2(CO)CCN(Cc3ccc4c(c3)CCO4)CC2)cc1
2S+1	1
total energy	-31953.8280	eV
largest force on an atom	0.612	eV/Å
HOMO	-0.291	hartree
total charge	0
ΔE to the lowest compared entry with this formula, charge and spin	249.1	kJ/mol

Atom charges from the natural (NBO) analysis, given in e for atoms 1 to 8: atom 1 (C): -0.2509, atom 2 (H): 0.1745, atom 3 (O): -0.4956, atom 4 (C): 0.2913, atom 5 (C): -0.3230, atom 6 (C): -0.1370, atom 7 (C): -0.0600, atom 8 (C): -0.1913



The highest total energy belongs to which entry? CH4NO2



What is the 2S+1 in the third record? 1